# C26H27N5PtS2

C26H27N5PtS2 as an isolated structure (ωB97M-V with the def2-TZVPD basis set, the OMol25 dataset).

XYZ file:
```
61
C26H27N5PtS2 ωB97M-V with the def2-TZVPD basis set
Pt -0.634 0.543 -0.096
C 1.880 -1.299 -0.808
N 1.885 0.063 -0.261
C 2.275 0.247 1.139
C 1.564 1.435 1.771
N 0.109 1.200 1.986
C -0.131 0.137 2.994
C -0.550 2.428 2.419
C -0.158 3.041 3.592
C -0.793 4.200 4.031
C -1.833 4.755 3.296
C -2.230 4.154 2.118
C -1.598 2.982 1.663
S -2.115 2.317 0.168
C 2.424 0.994 -1.224
C 3.752 1.380 -1.199
C 4.255 2.224 -2.185
C 3.430 2.667 -3.207
C 2.097 2.291 -3.232
C 1.573 1.467 -2.234
S -0.151 1.175 -2.251
H 2.982 -3.000 -1.425
H 1.555 -1.160 -1.837
H -0.069 -2.042 -0.704
H 3.353 0.386 1.260
H 2.026 -0.658 1.688
H 1.663 2.313 1.132
H 2.049 1.660 2.726
H 0.452 0.310 3.903
H 0.129 -0.837 2.587
H -1.189 0.129 3.250
H 0.648 2.625 4.184
H -0.469 4.667 4.951
H -2.324 5.655 3.639
H -3.031 4.577 1.525
H 4.417 1.030 -0.418
H 5.294 2.522 -2.154
H 3.820 3.318 -3.978
H 1.438 2.655 -4.010
N -0.400 -3.230 1.351
C -1.727 -2.708 1.198
C -2.721 -3.529 1.716
C -4.032 -3.112 1.637
C -4.304 -1.894 1.032
C -3.249 -1.151 0.555
N -1.955 -1.524 0.639
C 0.796 -2.824 0.891
C 1.941 -3.262 1.662
C 3.290 -3.037 1.462
C 3.890 -2.434 0.377
C 3.200 -2.067 -0.886
N 0.801 -2.060 -0.184
H -0.359 -3.996 2.006
H -2.468 -4.484 2.159
H -4.825 -3.733 2.031
H -5.314 -1.526 0.923
H -3.424 -0.203 0.067
H 1.673 -3.798 2.564
H 3.936 -3.376 2.263
H 4.964 -2.296 0.418
H 3.866 -1.498 -1.534
```

## Properties
* DFT total energy: -59751.791 eV
* spin multiplicity: 5
* relative energy (zero: lowest compared OMol25 entry of this formula, charge and spin): 21.23 kcal/mol
* Kohn-Sham gap (spin up / spin down): 6.88 / 5.74 eV
* total charge: +2
* highest occupied orbital energy (spin up / spin down): -12.685 / -13.741 eV

# C26H28AsClInN6O4S

C26H28AsClInN6O4S as an isolated structure (ωB97M-V with the def2-TZVPD basis set, the OMol25 dataset).

XYZ file:
```
68
C26H28AsClInN6O4S ωB97M-V with the def2-TZVPD basis set
In -0.316 -0.128 -0.250
C -1.543 -5.660 -0.008
C -0.317 -5.210 -0.473
C 0.145 -3.952 -0.111
C -0.619 -3.142 0.716
C -1.849 -3.591 1.182
C -2.306 -4.847 0.820
N -0.173 -1.828 1.048
C 0.209 -1.563 2.304
C 0.465 -2.573 3.280
C 0.931 -2.239 4.516
C 1.170 -0.894 4.908
C 0.909 0.106 4.027
C 0.424 -0.207 2.732
N 0.065 0.728 1.826
N 0.118 1.968 2.041
C -0.401 2.707 0.956
C -0.576 4.073 1.133
C -1.156 4.804 0.116
C -1.551 4.158 -1.051
C -1.323 2.804 -1.164
N -0.739 2.095 -0.187
H -1.906 -6.638 -0.293
H 0.285 -5.838 -1.117
H 1.104 -3.596 -0.470
H -2.450 -2.943 1.808
H -3.268 -5.189 1.177
H 0.300 -3.609 3.018
H 1.130 -3.032 5.227
H 1.540 -0.681 5.900
H 1.049 1.146 4.285
H -0.272 4.514 2.072
H -1.314 5.868 0.233
H -2.031 4.688 -1.860
H -1.621 2.251 -2.045
C 3.296 -1.564 1.242
As 2.580 -0.477 -0.195
C 3.181 -1.473 -1.756
C 3.849 1.000 -0.183
H 4.366 -1.700 1.090
H 2.801 -2.534 1.244
H 3.121 -1.077 2.200
H 4.270 -1.463 -1.798
H 2.783 -1.032 -2.669
H 2.842 -2.505 -1.683
H 4.856 0.617 -0.343
H 3.806 1.494 0.788
H 3.618 1.727 -0.959
O -4.130 -1.651 -1.172
Cl -2.993 -0.823 -1.191
O -1.766 -1.608 -1.481
O -3.082 0.227 -2.158
O -2.714 -0.239 0.127
N 2.032 0.112 -7.144
C 1.786 1.169 -6.354
S 1.973 2.728 -6.804
C 1.278 0.828 -4.989
C 1.650 1.602 -3.891
C 1.137 1.292 -2.655
N 0.277 0.281 -2.448
C -0.088 -0.460 -3.497
C 0.396 -0.222 -4.774
H 2.380 0.276 -8.074
H 2.041 -0.829 -6.789
H 2.315 2.443 -4.020
H 1.410 1.877 -1.785
H -0.799 -1.250 -3.307
H 0.037 -0.839 -5.586
```

## Properties
* DFT total energy: -133904.962 eV
* relative energy (zero: lowest compared OMol25 entry of this formula, charge and spin): 12.81 kcal/mol
* Kohn-Sham gap: 6.21 eV
* total charge: +1
* highest occupied orbital energy: -10.344 eV

# C26H28Br18F2O6

C26H28Br18F2O6 as an isolated structure at a distorted geometry (ωB97M-V with the def2-TZVPD basis set, the OMol25 dataset).

XYZ file:
```
80
C26H28Br18F2O6 ωB97M-V with the def2-TZVPD basis set
C -1.908 -0.475 -0.716
C -1.135 0.601 0.147
C -0.460 0.125 1.380
O 0.699 0.973 1.465
C 0.912 1.518 0.257
O 1.942 2.145 -0.021
O -0.172 1.317 -0.503
H -2.717 -0.951 -0.161
H -1.202 -1.248 -1.021
H -2.352 -0.116 -1.644
H -1.892 1.311 0.480
H -0.109 -0.895 1.226
H -1.082 0.194 2.272
C 3.493 -5.101 4.099
C 3.654 -3.635 3.931
C 4.941 -3.217 3.213
O 4.515 -2.140 2.429
C 3.183 -2.116 2.285
O 2.502 -1.299 1.594
O 2.679 -3.113 3.019
H 3.482 -5.678 3.174
H 2.469 -5.289 4.423
H 4.186 -5.687 4.703
H 3.574 -3.063 4.856
H 5.272 -3.994 2.524
H 5.669 -2.913 3.965
F -3.058 -3.388 -4.267
C -2.552 -2.529 -5.139
C -1.652 -1.561 -4.604
C -1.097 -0.621 -5.503
C -1.385 -0.707 -6.850
C -2.285 -1.687 -7.369
C -2.867 -2.571 -6.474
H -1.374 -1.569 -3.560
H -0.404 0.101 -5.097
H -1.051 0.070 -7.521
H -2.681 -1.768 -8.371
H -3.526 -3.348 -6.830
F 3.807 8.774 1.252
C 3.228 7.755 0.573
C 2.247 8.075 -0.316
C 1.415 7.098 -0.845
C 1.687 5.734 -0.605
C 2.698 5.415 0.363
C 3.419 6.414 1.025
H 2.126 9.112 -0.591
H 0.663 7.438 -1.542
H 1.085 4.971 -1.077
H 2.921 4.379 0.574
H 4.209 6.188 1.727
C -0.059 -3.868 1.376
Br 0.953 -3.425 -0.341
Br 0.388 -5.735 1.995
Br -2.023 -3.673 1.098
H 0.405 -3.161 2.064
C -6.322 -3.481 -0.764
Br -6.066 -4.479 0.866
Br -4.499 -2.980 -1.372
Br -7.527 -1.926 -0.697
H -6.756 -4.129 -1.525
C -1.614 4.373 3.493
Br -1.841 3.292 5.089
Br -2.741 3.702 1.963
Br 0.277 4.254 2.960
H -1.838 5.391 3.812
C 3.251 -0.357 -1.833
Br 1.453 -0.734 -2.595
Br 4.107 1.125 -2.839
Br 4.319 -1.976 -1.673
H 3.084 0.064 -0.841
C -3.869 3.366 -2.317
Br -5.461 4.226 -3.154
Br -2.486 4.660 -1.797
Br -3.186 1.912 -3.512
H -4.169 2.850 -1.405
C -0.698 -3.747 5.011
Br -0.646 -1.902 4.215
Br -2.386 -4.247 5.890
Br 0.806 -3.939 6.285
H -0.573 -4.485 4.218
```

## Properties
* DFT total energy: -1305888.936 eV
* spin multiplicity: 2
* Kohn-Sham gap (spin up / spin down): 5.77 / 1.73 eV
* total charge: +1
* highest occupied orbital energy (spin up / spin down): -10.151 / -10.151 eV

# C26H28ClMnNO2Si

C26H28ClMnNO2Si as an isolated structure at a distorted geometry (ωB97M-V with the def2-TZVPD basis set, the OMol25 dataset).

XYZ file:
```
60
C26H28ClMnNO2Si ωB97M-V with the def2-TZVPD basis set
Mn 1.248 -0.687 -0.635
Cl 3.409 -6.206 -4.732
C 2.746 -5.099 -3.591
C 1.500 -5.372 -3.006
C 0.958 -4.509 -2.091
C 1.605 -3.298 -1.737
O 1.090 -2.505 -0.858
C 2.859 -3.010 -2.381
C 3.500 -1.750 -2.174
O 2.942 -0.733 -1.724
C 3.425 -3.949 -3.260
H 0.973 -6.275 -3.273
H 0.013 -4.729 -1.621
H 4.554 -1.677 -2.474
H 4.385 -3.742 -3.702
C 1.180 -0.361 1.394
Si -0.303 0.792 1.719
C 0.043 2.032 0.254
N 0.458 1.267 -0.935
C 1.303 2.083 -1.825
C 0.542 3.272 -2.429
C -0.841 2.848 -2.944
C -0.921 1.328 -3.051
C -0.721 0.721 -1.660
C -0.265 1.712 3.371
C -1.145 1.358 4.392
C -1.109 1.998 5.619
C -0.185 3.005 5.853
C 0.704 3.361 4.854
C 0.667 2.719 3.629
C -1.897 -0.204 1.451
C -1.795 -1.578 1.220
C -2.922 -2.374 1.134
C -4.182 -1.808 1.244
C -4.303 -0.438 1.423
C -3.173 0.351 1.544
H 1.255 -1.184 2.107
H 2.126 0.220 1.426
H 0.870 2.681 0.544
H -0.797 2.687 0.014
H 1.693 1.443 -2.623
H 2.162 2.442 -1.249
H 1.146 3.681 -3.239
H 0.439 4.050 -1.673
H -1.041 3.297 -3.914
H -1.621 3.200 -2.267
H -0.172 0.962 -3.756
H -1.899 1.025 -3.428
H -0.629 -0.396 -1.756
H -1.614 0.904 -1.053
H -1.864 0.569 4.224
H -1.796 1.707 6.398
H -0.157 3.506 6.809
H 1.435 4.137 5.032
H 1.381 3.001 2.867
H -0.812 -2.029 1.130
H -2.816 -3.440 0.999
H -5.062 -2.431 1.197
H -5.284 0.009 1.486
H -3.286 1.411 1.726
```

## Properties
* DFT total energy: -84717.022 eV
* spin multiplicity: 5
* relative energy (zero: lowest compared OMol25 entry of this formula, charge and spin): 13.63 kcal/mol
* Kohn-Sham gap (spin up / spin down): 6.67 / 7.49 eV
* total charge: +1
* highest occupied orbital energy (spin up / spin down): -11.166 / -11.288 eV

What is the formula in the second record?
C26H28AsClInN6O4S